Below is a molecular structure, C16H13AsCl3N2O2ReS5Si, with properties calculated with ωB97M-V/def2-TZVPD.

Geometry as XYZ:
```
44
Properties=species:S:1:pos:R:3:forces:R:3
C -2.79915 3.19919 -0.97363 -0.1 0.0 0.1
Cl 0.56829 -4.95216 -0.70218 -0.1 0.0 0.0
C -0.61251 2.39412 -1.09002 0.3 0.0 -0.1
C 1.38850 -2.07876 2.59766 0.0 0.0 0.0
C 2.78513 -2.14558 2.51434 0.0 0.0 -0.1
C 1.26271 -1.63284 0.25872 -0.1 0.0 0.0
Si -0.96453 -4.00542 -1.57957 0.2 -0.1 -0.2
H 3.17808 2.84698 -1.44644 0.0 0.0 0.0
H -0.45860 -1.79967 1.55259 0.0 0.0 0.0
As -5.48200 -0.17781 1.14725 -0.1 -0.1 0.0
C -2.35858 4.51187 -1.08473 0.1 0.0 0.0
H 0.90461 -2.23801 3.55243 0.0 0.0 0.0
C -0.08980 3.69478 -1.19158 0.0 -0.1 0.0
H -0.64279 5.77879 -1.27246 0.0 0.0 0.0
Re -2.53231 0.22414 -0.79019 0.6 0.1 0.7
C 2.64638 -1.70034 0.13992 0.1 0.0 -0.1
N -0.53122 0.03802 -0.99949 -0.3 0.1 -0.2
S -3.10223 -0.27847 1.25632 -0.2 0.0 0.2
H 3.82525 -3.52462 3.75648 0.0 0.0 0.0
H 1.73335 4.84035 -1.38521 0.0 0.0 0.0
N -1.95437 2.16462 -0.97896 -0.1 0.2 0.0
H 4.55951 -1.92772 3.70052 0.0 0.0 0.0
C 3.39496 -1.95336 1.27239 0.0 0.0 0.1
O -0.84213 -2.35047 -1.12772 0.3 0.4 0.1
C 1.57094 1.43567 -1.25774 -0.1 0.0 0.0
C -1.00797 4.76267 -1.18877 -0.1 -0.1 0.0
S -6.21822 -2.02082 1.00222 0.0 0.1 0.0
H 2.25432 0.60394 -1.32498 0.0 0.0 0.0
H 3.12561 -1.58565 -0.82413 0.0 0.0 0.0
C 0.21786 1.25752 -1.11794 0.1 0.2 -0.1
H -3.08476 5.31121 -1.08380 0.0 0.0 0.0
Cl -2.75027 -4.49415 -0.84348 -0.1 0.0 0.1
H 4.47244 -2.01454 1.19134 0.0 0.0 0.0
C 2.10734 2.74064 -1.34180 0.0 0.0 0.0
H 3.08224 -2.19481 4.64149 0.0 0.0 0.0
C 0.62141 -1.82565 1.48102 -0.1 0.0 0.0
S -6.02393 1.73557 1.33200 0.0 -0.1 0.0
S -3.88492 -0.20244 -2.25700 -0.2 -0.2 -0.6
H -3.84915 2.95760 -0.86971 0.0 0.0 0.0
C 1.31182 3.84703 -1.30973 0.0 0.0 0.0
C 3.60699 -2.45459 3.72453 0.0 0.0 0.0
S 0.32474 -1.34150 -1.16627 -0.3 -0.5 0.1
Cl -0.86759 -4.06905 -3.57214 0.0 0.0 0.1
O 1.11454 -1.37624 -2.34153 0.0 0.0 -0.1
```
Forces are in eV/Å.

As for the spin multiplicity: 1. The calculation puts the HOMO energy at -14.81 eV. As for the total charge: +2.

---

Below is Cl2H2OSi in the gas phase at a distorted geometry, with properties calculated with ωB97M-V/def2-TZVPD.

Geometry as XYZ:
```
6
Properties=species:S:1:pos:R:3:forces:R:3
Si -0.15485 -0.21797 0.46799 1.2 1.8 -0.1
H 0.94966 0.09457 -1.52497 -0.3 -1.9 2.5
H 0.69114 -0.81147 1.63951 -1.4 1.0 -0.6
Cl -0.33576 2.36645 -0.10007 0.2 -2.9 1.0
Cl -2.03743 -0.87882 0.22768 0.1 0.1 0.2
O 0.88723 -0.55276 -0.71015 0.3 1.9 -2.9
```
Forces are in eV/Å.

As for the spin multiplicity: 1. The calculation puts the HOMO energy at -10.56 eV.

---

Below is a molecular structure, C43H45BCl3N10ORbS3 at a distorted geometry, with properties calculated with ωB97M-V/def2-TZVPD.

Geometry as XYZ:
```
107
Properties=species:S:1:pos:R:3:forces:R:3
N -3.74298 -1.76629 -0.27433 -0.3 0.4 0.3
H 5.20496 -1.11983 -0.12035 0.7 -0.3 0.9
B -0.00673 0.08269 3.05589 2.1 0.7 -0.1
C -3.56160 -4.50231 5.27102 -0.1 2.2 -1.6
H -1.08701 -2.08158 -6.36847 -0.8 -0.3 -0.7
H -3.73373 -1.00680 1.65019 -0.7 -0.8 -0.6
H 2.49809 1.62036 3.08181 -0.3 0.0 0.1
N 1.24631 0.11649 2.14477 2.5 -1.1 0.6
C -1.95977 1.65069 3.28803 0.0 0.1 -1.6
H -1.63301 -6.72919 -0.96459 0.0 -1.2 -0.9
H 5.96190 5.33165 0.91800 0.2 0.2 0.6
H -0.41399 2.98766 -0.75156 -0.5 -0.5 -0.3
H -3.39639 3.25239 2.93308 -0.9 0.4 0.1
H -6.11997 -2.07652 2.19827 0.2 0.3 0.2
C 8.08675 6.61841 -1.33829 0.1 -0.4 -0.7
H -2.25649 4.26877 0.28801 0.1 -0.3 -0.2
C -3.67427 -2.60414 -2.57856 -3.3 -0.7 -1.1
H -4.62222 -4.70222 5.46490 0.3 -0.1 0.2
H -1.55191 1.84450 -1.54024 -0.1 -1.0 0.0
C -3.93932 3.07555 -0.36433 -0.1 -0.2 -0.4
H -4.85697 -2.32327 6.12031 -0.6 -0.6 0.0
S 5.34185 3.39247 -3.28122 -0.1 0.6 0.9
C -0.91985 -3.30674 4.21258 -1.1 -0.9 -0.4
H -4.63810 3.16218 0.48236 0.5 0.7 0.1
C 2.38249 0.89244 2.29709 -1.4 0.1 -0.5
C 3.08878 -1.22319 -0.57765 0.0 -1.1 -1.1
C 3.01246 -2.74082 -0.22803 2.8 0.1 -0.2
H 1.02747 -2.62585 3.64651 1.0 0.1 -0.3
H -2.96967 -4.41451 6.17151 0.1 -0.3 0.3
C 8.66147 7.45977 0.85476 -0.3 1.2 2.4
H -6.08692 -4.42267 -4.07733 -0.9 -0.3 -0.6
H -4.34312 -1.11583 5.01361 0.1 0.4 -0.4
H -4.28122 2.07858 -0.71361 1.0 0.2 -0.2
S 8.17742 3.95853 -3.51029 2.2 0.5 -0.5
H 3.47206 -3.16309 -1.14538 0.0 -0.5 0.6
C -4.34652 -1.59063 0.90879 0.8 0.0 -0.1
H -7.34725 -3.15423 0.25356 1.5 1.0 0.2
C -4.42545 -3.32149 -3.58033 2.2 -0.4 1.9
C -0.17230 -0.14973 -3.73532 2.2 0.1 -0.4
H 9.33536 8.01304 1.58692 -0.9 -0.4 -1.4
H -2.25874 -6.01479 0.61182 0.9 0.0 -1.4
C -2.20042 -1.68789 -4.02781 0.4 -0.7 -0.3
H 4.25186 1.07484 1.05767 -1.6 -0.3 0.3
N -0.98148 1.06672 2.49204 -3.9 2.5 1.2
H 8.33238 6.57886 -2.42131 -0.4 0.0 1.0
H 9.65671 8.00368 -0.93342 0.2 0.0 0.0
C -5.71560 -2.93931 -1.05624 1.3 1.8 -3.7
C -2.16436 -2.63488 4.06492 1.0 1.1 -0.8
Cl -0.12106 -6.83427 0.97599 -0.5 0.4 -1.1
O -0.31266 0.03314 -2.51078 -0.4 0.1 -0.2
H -3.17213 -5.23170 4.57606 0.2 -0.5 0.1
C 3.22766 0.64534 1.25544 1.3 -0.5 -1.0
C -3.52258 -3.07166 4.52063 -0.2 -1.4 0.9
C -6.30297 -2.67601 0.16551 -2.0 -1.6 1.3
H -3.26917 -1.72237 6.23503 0.1 -0.3 -0.5
C -2.80054 2.48259 2.52059 3.4 -1.6 -0.6
N 6.38455 4.74753 -1.44521 2.3 1.1 -1.1
C -2.14325 2.39596 1.18550 -1.1 -0.1 4.1
C 0.32538 -0.39702 -6.54071 -3.5 -2.7 2.1
H 1.61091 1.10724 -3.77236 -0.3 0.0 -0.4
H -1.56112 3.52868 -1.94098 -0.1 0.0 -0.1
C 6.83573 5.90964 0.64135 0.1 1.1 -1.5
C 7.51507 6.85847 1.41504 0.7 -1.8 -3.0
C 2.60441 -0.42356 0.51870 -1.0 0.8 3.1
S 2.71392 3.64120 -1.66268 -0.1 -0.5 -0.5
C 4.35587 3.88625 -1.86253 0.8 1.0 1.9
C -5.63702 -2.11633 1.23558 0.4 0.2 -1.7
H 7.19166 7.05322 2.37170 -0.3 0.3 2.2
C -6.46000 -3.43096 -2.20640 1.2 -0.6 1.0
C -2.40936 3.20900 0.01845 -1.5 -0.3 -1.8
H 1.81576 1.07519 -6.27895 0.7 0.4 -0.5
H -0.72161 -4.37279 4.34916 -0.2 0.5 0.5
C 0.96760 0.50974 -4.42768 -1.6 -0.1 0.2
H 2.50954 -1.11274 -1.54088 0.3 0.3 1.0
C -5.71855 -3.78078 -3.31679 0.2 0.7 0.0
N -1.14994 1.57138 1.26348 1.8 -1.5 -1.7
C 7.12184 5.79783 -0.76805 -0.2 -1.2 1.4
C -4.02973 -2.03006 5.49224 0.0 0.9 0.9
H -7.52823 -3.65534 -2.17389 0.3 -0.1 0.3
H -3.82728 -3.74072 -4.41869 -0.9 0.5 0.5
C -1.44576 2.81412 -1.12266 0.4 2.3 0.5
Rb -0.83927 -1.04106 -0.28014 -0.4 0.0 0.3
C -1.40423 -6.16766 -0.11343 0.0 2.9 2.3
N 1.51233 -0.82462 1.17907 -0.7 1.6 -0.5
H 4.58432 0.30641 -0.98538 0.0 -0.7 0.1
C 8.85458 7.42982 -0.49247 0.4 -0.3 -0.9
C -0.72563 -1.22523 -5.85622 4.2 2.3 -3.5
C -0.01397 -2.45480 3.68892 0.5 1.6 -1.1
C -0.95811 -1.07842 -4.53266 -1.7 0.6 2.2
H -4.18216 -3.18806 3.65050 0.0 0.3 0.1
C 6.82802 4.18927 -2.67182 -4.8 -0.3 2.6
H 0.35201 0.48212 4.16165 -0.2 0.0 -0.1
H -1.91119 1.39810 4.32087 -0.3 0.1 0.6
Cl -0.99082 -4.46062 -0.88633 -0.4 -2.1 1.0
C 1.07930 0.47781 -5.80708 0.2 0.0 2.3
H -4.20162 3.79917 -1.16347 0.0 -0.3 0.5
H -2.93320 -1.95099 -4.85962 0.7 0.4 0.9
Cl 0.79050 -0.64723 -8.16196 -0.1 -0.4 -1.2
H 4.78793 -1.21277 -1.82583 0.5 -0.2 -0.3
N -1.99043 -1.41451 3.50894 1.7 -1.2 -0.2
N 5.07948 4.52240 -0.89438 0.3 -1.0 -3.4
H 2.09038 -3.27276 -0.07256 -0.7 0.5 0.1
H 3.70488 -2.94331 0.67616 -1.0 0.2 -1.4
C -4.33915 -2.39454 -1.32822 -2.3 -1.2 2.4
C 4.52528 -0.79649 -0.86516 -0.9 0.7 -1.5
N -0.57262 -1.31536 3.18057 -3.2 -2.6 2.1
N -2.50450 -1.99933 -2.80095 2.2 1.1 -1.1
```
Forces are in eV/Å.

As for the spin multiplicity: 1. The calculation puts the HOMO energy at -2.19 eV. As for the total charge: -2.

---

Below is a molecular structure, C21H17F15N3O5S2Ti, with properties calculated with ωB97M-V/def2-TZVPD.

Geometry as XYZ:
```
64
Properties=species:S:1:pos:R:3:forces:R:3
C -3.67011 -2.84548 0.05752 0.0 0.0 -0.1
H -1.55220 2.84091 -1.85811 0.0 0.0 0.0
C -0.16182 4.49437 1.54465 0.0 0.0 0.0
C 3.11141 0.05430 -2.20935 0.0 0.0 0.0
F 2.58350 2.53113 0.49395 0.0 0.0 0.0
O -0.36803 -4.08661 1.19582 0.0 0.0 0.0
C -2.38809 -1.23877 0.93023 -0.1 0.1 0.0
C 0.31823 3.59219 2.47825 0.0 0.0 0.0
H -1.58456 1.18924 -1.29208 0.0 0.1 0.0
S 0.56661 -3.60656 0.25016 0.0 -0.2 0.1
F 2.23182 -5.55407 0.65288 0.0 0.0 0.0
F 0.14771 -5.11169 -4.08550 0.0 0.0 0.0
N -0.75903 0.40138 0.91693 0.0 -0.5 -0.3
H 0.72538 0.24623 2.92879 0.0 0.0 0.0
F -0.43289 -3.14956 -4.80486 0.0 0.0 0.0
C 2.31915 1.14755 -1.43322 0.0 -0.1 -0.1
C -3.32761 2.30022 -0.74570 0.0 0.0 0.0
C -0.11036 1.28240 4.63250 0.0 0.0 0.0
H -4.41936 -3.60046 -0.11215 0.0 0.0 0.0
N 0.28621 -4.03180 -1.20962 0.0 -0.2 0.0
O 0.82364 -2.11353 0.32364 0.0 0.5 -0.1
H -2.58632 -2.76225 -1.89777 0.0 0.0 0.0
F 2.01233 2.25026 -3.51465 0.0 0.0 0.0
F 2.42354 -0.32906 -3.27982 0.0 0.0 0.0
F 4.27343 1.31130 -0.05808 0.0 0.0 0.0
H -1.19662 4.75348 -0.31619 0.0 0.0 0.0
F 3.11491 -3.76573 -0.19736 0.0 0.0 0.0
O 1.02181 0.68418 -1.26778 -0.3 -0.5 0.2
C -0.82626 4.04411 0.41437 0.0 0.0 0.0
C -1.78562 -0.18404 1.56319 0.0 0.0 0.0
F 3.46833 3.09186 -2.15123 0.0 0.0 0.0
C -0.41095 -3.96654 -3.76746 0.0 0.1 0.0
F -1.64472 -4.17114 -3.32840 0.0 0.0 0.0
F 3.24801 -1.01635 -1.40561 0.0 0.0 0.0
C 2.25533 -4.23985 0.68649 0.0 0.1 0.0
H 0.84694 3.95074 3.35326 0.0 0.0 0.0
N -1.93641 -1.46154 -0.37899 0.4 0.2 -0.1
H -3.88833 1.99815 -1.62996 0.0 0.0 0.0
F 1.34828 3.28537 -1.74820 0.0 0.0 0.0
Ti -0.02256 -0.63482 -0.58381 0.0 0.4 0.2
C -1.82171 2.22542 -0.99853 0.0 0.0 0.1
H -2.12134 0.22752 2.50957 0.0 0.0 0.0
C 2.29002 2.48134 -2.23362 -0.1 0.0 0.0
H -3.62065 3.31698 -0.48509 0.0 0.0 0.0
H -0.10548 2.27738 5.07700 0.0 0.0 0.0
H -3.61732 1.64989 0.08275 0.0 0.0 0.0
O 0.03333 -1.80153 -2.29459 -0.1 0.1 0.1
C -2.70856 -2.41888 -0.88531 -0.1 0.0 0.1
C -0.51932 1.80070 1.15853 0.0 0.2 0.0
S 0.63278 -3.15292 -2.46818 0.1 -0.1 0.0
H -0.01248 5.55537 1.69430 0.0 0.0 0.0
F 2.55366 -3.80932 1.89809 0.0 0.0 0.0
H -4.02337 -2.16229 2.12477 0.0 0.0 0.0
O 1.97125 -3.18229 -2.92509 0.0 0.0 0.0
C -1.02262 2.68717 0.20161 0.0 -0.1 0.0
F 4.30913 0.46183 -2.58863 0.0 0.0 0.0
C 2.95176 1.36672 -0.02333 0.0 0.0 0.1
C 0.69596 1.25983 3.33164 0.0 0.0 0.0
F 2.51122 0.39601 0.80402 0.0 0.0 0.0
C 0.15664 2.22178 2.30196 0.0 -0.1 0.0
C -3.47114 -2.10688 1.20036 0.0 0.0 0.0
H 0.30641 0.58570 5.35916 0.0 0.0 0.0
H 1.73126 1.53188 3.54847 0.0 0.0 0.0
H -1.15415 1.00905 4.46346 0.0 0.0 0.0
```
Forces are in eV/Å.

As for the spin multiplicity: 1. The calculation puts the HOMO energy at -11.97 eV. As for the total charge: +1.

---

Below is C19H23N7O2 in the gas phase at a distorted geometry, with properties calculated with ωB97M-V/def2-TZVPD.

Geometry as XYZ:
```
51
Properties=species:S:1:pos:R:3:forces:R:3
C -2.76148 3.05896 -0.84897 0.1 -0.4 0.2
H 5.10601 -2.63719 -1.47846 -0.1 -0.1 0.0
C -0.66061 1.96042 -0.89218 -1.2 0.2 0.3
C -3.18471 1.94783 -0.08607 0.8 0.2 -0.3
C -4.86315 0.78071 1.08844 -0.1 -0.3 0.2
H -0.43033 -0.61873 1.70252 -0.1 0.0 -0.1
N 4.69421 -0.00270 -1.31155 0.2 0.0 -0.2
H -3.39206 -1.45276 0.61414 0.1 0.0 0.1
C -4.29838 -1.43384 0.02933 -0.1 0.0 0.0
H -5.95318 -3.22081 -2.31429 0.0 -0.1 -0.1
N 1.34758 1.00108 0.62370 -0.1 0.2 0.3
H -1.08608 -0.65826 3.34291 -0.2 0.0 0.1
C -1.45924 3.06381 -1.26388 0.1 -0.4 0.2
N -1.13645 0.94700 -0.20642 1.1 0.1 -0.8
H -5.76293 1.10453 1.61831 0.2 0.0 -0.1
H 0.56856 1.18994 2.97481 0.0 0.0 0.2
H 4.72506 0.29750 -2.27337 -0.1 0.0 0.0
H 1.08772 0.07663 4.26530 0.0 0.1 -0.1
H 6.82804 -2.60977 -1.08588 0.1 -0.1 0.0
C 7.07618 0.13853 -0.83149 -0.3 -0.1 0.2
H 7.32655 0.36642 -1.86567 0.1 0.0 -0.1
C -4.58191 -2.45907 -0.85643 0.0 -0.1 0.0
H 5.56068 -0.93314 0.27519 0.1 0.0 -0.2
C -6.60451 -1.34969 -1.50478 -0.1 0.0 -0.1
C 2.31470 0.29184 1.21553 0.2 0.3 -0.5
C 3.57376 0.29441 -0.64405 -0.5 0.1 0.3
C 1.56005 1.26031 -0.64769 0.9 -0.4 0.4
N 3.44807 -0.08873 0.62450 0.3 -0.2 0.1
H -6.99906 0.51375 -0.52774 -0.1 0.1 0.0
H 2.81000 -0.70139 2.87352 0.0 0.1 -0.1
H 0.14577 -1.83298 2.86325 0.0 -0.1 0.0
H 6.24870 -1.84426 -2.56821 0.0 0.0 -0.1
H -1.03249 3.86050 -1.85168 0.0 0.1 0.0
C -5.73406 -2.42011 -1.62310 0.0 0.0 0.0
O 0.62038 1.95188 -1.33386 0.2 -0.1 -0.3
H -3.45560 3.85244 -1.07503 0.0 0.1 0.0
O -4.44276 1.94198 0.36732 -0.1 0.3 0.0
H -7.50330 -1.31341 -2.10301 -0.1 0.0 0.0
N 2.14895 -0.03659 2.50518 0.1 -0.2 0.2
H 7.91502 -0.38298 -0.37885 0.1 0.0 0.0
C -6.32381 -0.32497 -0.61896 0.1 0.0 0.1
N 2.63765 0.96285 -1.34200 -0.4 0.3 -0.4
N -2.37877 0.94221 0.19350 -1.3 0.2 0.4
C 6.01305 -2.04028 -1.52409 -0.1 0.2 0.3
C 0.89549 0.17154 3.19387 -0.3 -0.1 0.0
C 5.81859 -0.72695 -0.76723 0.3 -0.2 0.0
C -5.17160 -0.36233 0.15659 0.0 0.1 0.1
C -0.18987 -0.80455 2.74592 0.2 0.2 0.1
H 6.91733 1.07219 -0.29833 0.0 0.1 0.0
H -4.08347 0.49588 1.80060 -0.2 0.0 0.0
H -3.89830 -3.28968 -0.95114 0.1 -0.1 0.0
```
Forces are in eV/Å.

As for the spin multiplicity: 1. The calculation puts the HOMO energy at -8.58 eV.

---

Number 1: orbital gap 6.6 eV. Number 2: orbital gap 9.7 eV. Number 3: orbital gap 5.1 eV. Number 4: orbital gap 6.6 eV. Number 5: orbital gap 9.3 eV.